{
  "formula": "C13H19I3O7Si",
  "method": "ωB97M-V/def2-TZVPD",
  "homo_lumo_gap_ha": 0.332,
  "lumo_energy_ev": -0.2,
  "largest_force_ha_per_bohr": 0.00619,
  "homo_energy_ev": -9.238,
  "total_charge": 0,
  "species": ["H", "H", "O", "C", "C", "H", "H", "H", "I", "Si", "C", "H", "O", "H", "H", "I", "O", "O", "O", "C", "O", "C", "C", "H", "H", "C", "C", "H", "H", "C", "H", "C", "C", "H", "H", "I", "H", "H", "C", "O", "H", "H", "C"],
  "coordinates": [[-6.25134, 1.35679, 2.08983], [-5.17100, 0.01306, 2.50511], [-5.35394, -1.03314, 0.09857], [-5.44702, 0.71996, 1.71918], [-2.47360, 1.03325, 0.62408], [2.07244, -2.50114, 2.64081], [2.42250, 0.90318, -2.34687], [3.82878, -1.29052, 4.82800], [-1.51259, 2.23366, -0.79130], [-4.02267, 1.87848, 1.25378], [-5.89285, -0.07711, 0.53542], [0.78865, 2.39056, -3.61801], [3.59214, 0.20806, 0.45908], [1.43486, -0.39546, -4.68568], [-0.06422, 0.14965, -3.88203], [-7.64902, 0.72141, -0.46578], [0.91297, 2.24611, -7.42054], [4.25079, -1.85585, 1.08362], [0.21696, 0.82640, -5.81290], [-1.97228, -0.12800, 1.03385], [1.84737, 2.26914, -5.36824], [-2.58720, -0.97351, 2.12622], [2.97512, -1.99302, 2.99359], [3.13163, 2.41505, -2.91824], [3.17768, -2.93960, 4.89997], [0.74842, 0.44309, -4.54158], [2.69797, 1.46938, -3.23831], [4.14060, -3.63810, 2.11426], [-3.70586, 2.70238, 2.43852], [4.20629, -2.57326, 2.32003], [-4.52205, 2.74987, 0.17803], [0.98576, 1.82520, -6.31212], [3.59928, -0.67866, 1.25009], [-2.87016, -0.35148, 2.97994], [5.11556, -2.35753, 2.88686], [-0.27158, -0.99680, 0.18379], [-3.47263, -1.48596, 1.74100], [3.45355, 0.91260, -3.79349], [1.48336, 1.69477, -4.09885], [2.95460, -0.66546, 2.43815], [-1.89500, -1.73608, 2.47523], [2.08118, -1.55299, 4.89954], [3.01656, -1.93840, 4.49741]],
  "mulliken_charge": [0.50, 0.26, -0.42, -0.46, -0.21, 0.21, 0.39, 0.36, 0.12, 0.25, 0.06, 0.20, -0.53, 0.29, 0.25, -0.03, -0.53, -0.33, -0.35, 0.35, -0.37, -1.25, 0.57, 0.34, 0.38, -0.35, -1.45, 0.31, -0.11, -0.45, -0.15, 0.64, 0.63, 0.31, 0.29, 0.10, 0.24, 0.34, 0.60, -0.31, 0.43, 0.36, -1.48]
}